1.
The following is a quantum chemistry calculation of a molecular structure, C6H10O, from the OMol25 dataset.

Element x y z (Å)
C (-2.22303, 0.00608, 0.31097)
C (-0.77377, 0.07104, -0.03669)
C (-0.15408, 0.92141, -0.88731)
C (1.12316, 0.39840, -1.29711)
C (1.51295, -0.61184, -0.23079)
C (0.19100, -0.96640, 0.48944)
O (0.22249, -1.00967, 1.90525)
H (-2.34990, -0.21814, 1.37502)
H (-2.69729, -0.81167, -0.24785)
H (-2.74981, 0.93251, 0.06479)
H (-0.61863, 1.78885, -1.35243)
H (2.16740, 2.05746, -0.87135)
H (2.05347, 1.51155, -1.47424)
H (1.99951, -1.48972, -0.66903)
H (2.22861, -0.17877, 0.47723)
H (-0.12712, -1.97235, 0.19315)
H (0.44618, -0.12077, 2.21350)

Summary:
LUMO level: -0.133 eV
Energy relative to the best compared isomer or geometry (same formula, charge and spin): 100.1 kcal/mol
HOMO-LUMO gap: 0.285 Eh
Total energy: -309.682821 Eh
Net charge: 0

2.
The following is a quantum chemistry calculation of a single C4H6FN molecule in a non-equilibrium geometry, from the OMol25 dataset.

Element x y z (Å)
N (-2.32136, 0.85051, 0.11960)
C (-1.64596, -0.34492, -0.29785)
C (-0.19146, -0.29821, -0.18787)
C (1.04042, -0.27444, 0.04557)
C (2.54893, -0.30429, 0.17135)
F (3.02136, 0.93881, -0.26924)
H (-2.01105, 1.70156, -0.36234)
H (-2.15387, 0.86714, 1.08815)
H (-2.12955, -1.04863, 0.40040)
H (-1.95297, -0.56286, -1.37287)
H (2.84508, -0.50047, 1.15785)
H (2.95044, -1.02422, -0.49274)

Summary:
LUMO level: 0.948 eV
Energy relative to the best compared isomer or geometry (same formula, charge and spin): 48.9 kcal/mol
HOMO-LUMO gap: 0.386 Eh
Total energy: -310.539720 Eh
Net charge: 0

3.
The following is a quantum chemistry calculation of a single C4H7N3 molecule in a non-equilibrium geometry, from the OMol25 dataset.

Element x y z (Å)
H (2.44893, -1.47582, -0.95516)
N (1.52391, -1.34497, -0.55862)
C (1.40912, -0.20054, 0.00010)
C (2.48017, 0.80126, 0.02824)
N (3.32757, 1.58920, 0.01731)
N (0.27564, 0.21004, 0.63864)
C (-0.97896, -0.50445, 0.46519)
C (-1.96781, 0.32995, -0.34110)
H (0.23783, 1.16313, 0.97033)
H (-0.73140, -1.43144, -0.05649)
H (-1.38267, -0.77081, 1.44812)
H (-1.46574, 0.72204, -1.23109)
H (-2.34909, 1.17704, 0.24123)
H (-2.82751, -0.26464, -0.66670)

Summary:
LUMO level: 0.803 eV
Energy relative to the best compared isomer or geometry (same formula, charge and spin): 10.6 kcal/mol
HOMO-LUMO gap: 0.383 Eh
Total energy: -320.866382 Eh
Net charge: 0

4.
The following is a quantum chemistry calculation of a molecular structure, C25H25BeN2O5PS, from the OMol25 dataset.

Element x y z (Å)
Be (-0.44791, -1.43285, -1.51374)
O (-3.71336, -2.15885, 0.27414)
C (-2.54008, -1.81088, 0.14054)
O (-1.82478, -2.02519, -0.89608)
C (-1.89281, -1.06081, 1.31314)
P (-0.84419, 0.41214, 0.89121)
C (-2.13411, 1.58206, 0.30126)
C (-2.68866, 1.30916, -0.95449)
C (-3.62894, 2.16571, -1.50624)
C (-4.01567, 3.31919, -0.83593)
C (-3.44327, 3.61789, 0.39185)
C (-2.50947, 2.75573, 0.95414)
C (-0.57009, 1.02566, 2.62431)
C (-1.55495, 1.14641, 3.60764)
C (-1.24370, 1.59428, 4.88209)
C (0.06681, 1.93202, 5.20283)
C (1.05706, 1.81748, 4.24003)
C (0.73722, 1.36758, 2.96310)
H (-1.20619, -1.77610, 1.77590)
H (-2.67871, -0.80976, 2.02378)
H (-2.32756, 0.45453, -1.52206)
H (-4.04239, 1.93726, -2.48133)
H (-4.74525, 3.98965, -1.27655)
H (-3.71955, 4.52641, 0.91643)
H (-2.06691, 3.00944, 1.90947)
H (-2.58015, 0.89451, 3.36593)
H (-2.02414, 1.68038, 5.62998)
H (0.31182, 2.27768, 6.20078)
H (2.08215, 2.07453, 4.48051)
H (1.50885, 1.26767, 2.20747)
O (0.14863, -3.59740, 0.98799)
C (1.05752, -3.00606, 0.42123)
N (0.95372, -2.14505, -0.62332)
S (2.40134, -1.53061, -1.10149)
O (2.58354, -0.13761, -0.79184)
O (2.81548, -2.00752, -2.39432)
C (3.35150, -2.43581, 0.10747)
C (4.71484, -2.43830, 0.33102)
C (5.19671, -3.23971, 1.35908)
C (4.32535, -4.00880, 2.13147)
C (2.95853, -3.99010, 1.88871)
C (2.48726, -3.18998, 0.86164)
H (5.37824, -1.83396, -0.27457)
H (6.26021, -3.26818, 1.56689)
H (4.72545, -4.62416, 2.92927)
H (2.25844, -4.57359, 2.47334)
C (-1.27946, 0.68920, -4.43373)
C (0.01260, 0.45743, -3.59482)
C (0.43238, 1.83029, -3.01113)
C (1.11609, 0.03448, -4.60087)
N (-0.16173, -0.48516, -2.58511)
H (-1.13420, 1.40722, -5.25560)
H (-2.07474, 1.06162, -3.78284)
H (-1.60168, -0.27007, -4.84615)
H (0.59025, 2.59080, -3.79102)
H (1.35181, 1.70145, -2.43710)
H (-0.34434, 2.18472, -2.32819)
H (1.25900, 0.77406, -5.40406)
H (0.84106, -0.92567, -5.04597)
H (2.05512, -0.10648, -4.06609)

Summary:
LUMO level: 4.455 eV
Energy relative to the best compared isomer or geometry (same formula, charge and spin): 8.7 kcal/mol
HOMO-LUMO gap: 0.149 Eh
Total energy: -2207.788965 Eh
Net charge: -2

5.
The following is a quantum chemistry calculation of a single C5H5IO3 molecule in a non-equilibrium geometry, from the OMol25 dataset.

Element x y z (Å)
C (2.22734, 2.45479, 0.00470)
C (-1.40094, -0.34491, -0.20801)
C (-0.44005, 0.54198, 0.04400)
C (0.45449, 0.96225, -1.00920)
C (2.65296, 0.25463, 0.91436)
O (2.43865, 3.60965, 0.07220)
O (1.31310, 2.02953, -0.94457)
O (2.84580, 1.56015, 0.80304)
I (4.21671, -0.93102, 0.07569)
H (-1.75322, -0.95671, 0.66034)
H (-1.70759, -0.84058, -1.17940)
H (-0.13745, 0.98658, 0.99447)
H (0.45092, 0.66574, -2.02838)
H (1.86917, -0.33431, 1.35025)

Summary:
LUMO level (spin up / spin down): -0.491 / -0.394 eV
Energy relative to the best compared isomer or geometry (same formula, charge and spin): 73.4 kcal/mol
HOMO-LUMO gap (spin up / spin down): 0.293 / 0.281 Eh
Total energy: -716.765027 Eh
Net charge: 0

6.
The following is a quantum chemistry calculation of 2 unconnected molecules or ions with the total composition C4H8F2N2O in a non-equilibrium geometry, from the OMol25 dataset.

Element x y z (Å)
C (0.00179, -1.99634, -0.58354)
C (0.86701, 1.24549, 1.35890)
C (0.12163, -0.46270, -0.40461)
C (0.04569, -0.05634, 1.05976)
N (-0.30940, 1.75979, -2.32217)
N (-1.01007, 0.11261, -1.09801)
O (-2.14022, 0.29455, -0.69150)
F (0.77426, -1.03710, 1.69503)
F (-1.41992, 2.51152, -2.12303)
H (0.48696, -2.37404, 0.32995)
H (-1.09973, -2.15225, -0.47505)
H (0.57254, -2.27926, -1.49678)
H (0.54442, 1.86117, 0.49290)
H (0.63750, 1.45723, 2.42930)
H (1.91414, 1.20543, 1.29559)
H (0.93224, -0.16583, -0.96367)
H (-0.91884, 0.07605, 1.49694)

Summary:
LUMO level (spin up / spin down): -0.014 / -0.667 eV
Energy relative to the best compared isomer or geometry (same formula, charge and spin): 15.4 kcal/mol
HOMO-LUMO gap (spin up / spin down): 0.323 / 0.312 Eh
Total energy: -541.398840 Eh
2S+1: 3
Net charge: 0
Expectation value of S²: 2.27